# 1
55
Properties=species:S:1:pos:R:3:lowdin_charge:R:1 method="wB97M-V/def2-TZVPD" total_energy_ha=-1009.178152 total_charge=-1 gap_ha=0.1782 e_homo_ev=-2.52 lumo_ev=2.3 largest_force_ev_per_a=4.32
C -1.03974 2.51556 -2.20091 -0.1714
C -0.64746 0.90489 -2.01537 -0.1870
B 0.63164 0.65441 -1.01241 -0.6189
O 0.86848 1.64740 0.09445 -0.0850
N 1.58126 -0.52710 -1.08791 -0.0340
C 2.14882 -0.72135 -2.47658 -0.3519
C 3.71884 -0.16089 -2.59949 -0.2549
O 4.03843 -0.16638 -4.03600 -0.1925
H -1.76850 2.58144 -3.12121 0.0538
H -1.59983 2.94538 -1.24037 0.0711
H -0.10042 3.20140 -2.35352 0.0648
H -0.55889 0.38800 -3.06810 0.0807
H -1.60270 0.41509 -1.49868 0.0990
H 1.70772 2.18532 -0.11839 0.0861
H 2.22198 -1.89770 -2.64682 0.0855
H 1.48988 -0.30240 -3.34800 0.0816
H 3.76367 0.91969 -2.15179 0.1063
H 4.35901 -0.94243 -1.96358 0.1202
H 3.68863 0.72200 -4.40062 0.1032
C -0.01554 4.28246 2.39143 -0.0920
C -0.08564 5.11069 1.12517 -0.3252
O -1.41115 5.10714 0.61597 -0.0961
H -0.32953 3.25208 2.19499 0.0750
H 1.00105 4.27127 2.79432 0.0734
H -0.69263 4.68186 3.15354 0.0522
H 0.57571 4.69548 0.35901 0.1047
H 0.21441 6.14563 1.31603 0.1001
H -1.98917 5.48545 1.30051 0.0812
C 0.45769 -5.63675 -3.66438 -0.1004
C -0.14648 -4.30007 -4.04191 -0.3310
O -0.76569 -3.71011 -2.90841 -0.0925
H -0.31248 -6.31093 -3.27557 0.0709
H 0.93521 -6.10691 -4.52857 0.0664
H 1.20359 -5.51484 -2.87219 0.0557
H -0.90668 -4.42902 -4.81797 0.1055
H 0.61950 -3.61577 -4.41949 0.1053
H -0.08057 -3.59212 -2.22833 0.0809
C -3.46679 3.06016 5.61999 -0.0956
C -2.63263 4.28896 5.91750 -0.3322
O -2.85529 5.27863 4.92390 -0.0994
H -3.21481 2.65340 4.63516 0.0815
H -3.30314 2.28568 6.37451 0.0730
H -4.53225 3.31133 5.59766 0.0701
H -1.56780 4.03812 5.91717 0.1130
H -2.88784 4.70928 6.89514 0.1031
H -3.80208 5.50046 4.93809 0.0858
C 0.28407 -5.07356 1.51380 -0.0931
C 0.82810 -6.04929 0.49093 -0.3307
O 1.70895 -5.37890 -0.39841 -0.0980
H -0.24845 -4.25471 1.01906 0.0825
H -0.40049 -5.57385 2.20444 0.0686
H 1.09840 -4.62183 2.08966 0.0743
H 0.01312 -6.48178 -0.09691 0.1102
H 1.37314 -6.86425 0.97707 0.1011
H 2.43339 -5.00570 0.13238 0.0947


# 2
74
Properties=species:S:1:pos:R:3:lowdin_charge:R:1 method="wB97M-V/def2-TZVPD" total_energy_ha=-3837.836102 total_charge=-1 gap_ha="0.2669 / 0.2566" e_homo_ev="-4.90 / -4.62" lumo_ev="2.4 / 2.4" multiplicity=2 s_squared=0.7611 largest_force_ev_per_a=3.45
Ag -0.06480 -0.33554 0.19635 0.7900
P 1.03554 -0.76466 2.84299 -0.1279
O 1.56641 -0.37421 1.44711 -0.4884
O 1.03466 0.34223 3.83030 -0.3409
O 1.87955 -1.88869 3.33810 -0.2318
O -0.32366 -1.61283 2.79148 -0.2824
C 4.20727 -5.64170 -1.75582 -0.1371
O 3.52157 -4.46772 -2.17423 -0.1998
P 2.86696 -3.60886 -0.97914 0.3627
O 2.03833 -2.55946 -1.57299 -0.2400
O 2.01672 -4.69825 -0.14757 -0.2444
C 0.95702 -4.08339 0.74818 -0.0246
O 4.13169 -3.27176 -0.09585 -0.2231
C 3.86998 -2.17217 0.91973 -0.0316
H 5.09222 -5.43165 -1.19518 0.0700
H 4.57006 -6.20336 -2.61322 0.0811
H 3.62654 -6.33385 -1.14972 0.0816
H 1.40179 -3.29596 1.38371 0.0485
H 0.65330 -4.87809 1.40611 0.0856
H 0.22768 -3.56422 0.15442 0.0533
H 3.13628 -1.37036 0.60331 0.0590
H 4.86205 -1.78914 1.09664 0.0809
H 3.50907 -2.66166 1.80171 0.0558
C -3.81833 -0.07843 -4.63692 -0.1019
O -3.50082 0.02983 -3.23544 -0.1855
P -2.27561 -0.79074 -2.69352 0.3674
O -1.77760 -0.35545 -1.38670 -0.2649
O -2.83746 -2.24997 -2.89690 -0.2207
C -1.91899 -3.42412 -2.71575 -0.0220
O -1.06835 -0.72246 -3.77451 -0.2393
C 0.27183 -0.42360 -3.23827 -0.0733
H -4.86476 -0.31654 -4.81062 0.0825
H -3.27548 -0.85004 -5.19247 0.0829
H -3.63644 0.85182 -5.20724 0.0950
H -1.41888 -3.66146 -3.67759 0.0981
H -2.56306 -4.22398 -2.34632 0.0865
H -1.10979 -3.24785 -2.00614 0.0703
H 0.24051 0.56073 -2.71145 0.0753
H 0.93916 -0.31300 -4.09920 0.0858
H 0.70294 -1.23069 -2.63371 0.0417
C 3.70267 1.30768 -0.09977 -0.0717
O 3.01866 2.33326 -0.90046 -0.2113
P 1.63726 2.86483 -0.36211 0.3435
O 0.40986 2.18070 -0.74470 -0.2468
O 1.68927 4.37267 -0.93462 -0.1954
C 0.58405 5.17000 -0.89058 -0.1828
O 1.94579 3.00886 1.16983 -0.2108
C 0.73077 2.91586 2.06813 -0.0248
H 3.14207 0.75726 0.67268 0.0558
H 4.55207 1.84044 0.33003 0.0811
H 4.21197 0.67075 -0.86848 0.0993
H -0.38287 4.76693 -1.22073 0.0886
H 0.75361 5.97233 -1.60245 0.0778
H 0.38362 5.66658 0.07673 0.0917
H 0.02763 3.59516 1.61165 0.0576
H 1.14730 3.31738 2.98457 0.0966
H 0.34191 1.95075 2.11561 0.0037
C -3.18656 4.38222 3.09099 -0.0824
O -2.49291 3.43757 2.25632 -0.2198
P -2.81537 1.89774 2.24531 0.2948
O -1.76979 1.20954 1.49086 -0.2422
O -3.09760 1.43772 3.70126 -0.2272
C -2.03890 0.90002 4.71624 0.0383
O -4.23135 1.85497 1.56192 -0.1985
C -4.14887 1.81246 0.14759 -0.1126
H -4.26368 4.38152 2.88239 0.0883
H -2.86503 5.35505 2.75869 0.0739
H -2.94736 4.26277 4.15624 0.0921
H -1.89283 -0.13214 4.45543 0.0625
H -2.59646 0.99661 5.64616 0.0757
H -1.05369 1.42022 4.57695 0.0874
H -3.76497 0.82838 -0.08048 0.0626
H -3.49625 2.54383 -0.28637 0.0858
H -5.13913 1.83131 -0.33850 0.0946


# 3
60
Properties=species:S:1:pos:R:3:lowdin_charge:R:1 method="wB97M-V/def2-TZVPD" de_lowest_kcal_mol=259.5 total_energy_ha=-2147.313324 total_charge=+3 gap_ha=0.0525 e_homo_ev=-14.65 lumo_ev=-13.2 largest_force_ev_per_a=3.66
Hf 3.96210 2.39318 3.10494 1.2686
Cl 3.46778 4.73421 -0.74154 -0.2674
O 3.33476 -1.24546 -0.86592 -0.3032
P 3.28750 -2.34997 -1.93041 0.6983
N 3.30848 -3.94004 -1.13566 -0.2535
C 4.56315 -4.58850 -0.67093 -0.0703
C 2.05308 -4.40976 -0.41738 -0.0530
N 4.60915 -2.32203 -3.04128 -0.2310
C 4.88049 -3.44383 -3.91611 -0.0808
C 5.24961 -1.09159 -3.46076 -0.0504
N 1.87804 -2.33870 -2.93500 -0.2185
C 1.36156 -1.01450 -3.20262 -0.0909
C 1.64399 -3.40470 -3.91527 -0.0547
H 4.94022 -3.99566 0.16241 0.0894
H 5.40410 -4.54876 -1.36326 0.0809
H 4.33023 -5.56434 -0.24479 0.0974
H 1.94401 -3.90202 0.54096 0.0896
H 2.07692 -5.49847 -0.37005 0.0983
H 1.18122 -4.13108 -1.00924 0.0678
H 4.40820 -3.22283 -4.87329 0.0982
H 5.93981 -3.50980 -4.16428 0.1158
H 4.57325 -4.40840 -3.51200 0.0921
H 5.20934 -0.91298 -4.53528 0.1149
H 4.78250 -0.23255 -2.97915 0.0882
H 6.19786 -1.10139 -2.92334 0.1206
H 1.83572 -0.36280 -3.93649 0.1054
H 0.32251 -1.14821 -3.50363 0.1018
H 1.36186 -0.30230 -2.37748 0.0872
H 2.36893 -3.33565 -4.72632 0.0810
H 0.65417 -3.37556 -4.37081 0.1104
H 1.75100 -4.41393 -3.51766 0.0936
O -1.28273 2.43671 2.52480 -0.2860
P -2.78295 2.59841 2.41273 0.6793
N -3.23199 4.06102 1.58530 -0.2972
C -2.77522 5.30924 2.14573 -0.0842
C -3.14810 3.98932 0.16022 -0.1001
N -3.65438 2.62532 3.94330 -0.2159
C -3.12812 1.86323 5.08535 -0.0641
C -4.79472 3.46018 4.28959 -0.0484
N -3.60702 1.34497 1.59455 -0.2264
C -4.97628 1.49934 1.16211 -0.0815
C -3.19895 -0.05256 1.79136 -0.0544
H -3.23815 6.19648 1.71376 0.1098
H -1.69654 5.38170 2.00683 0.0987
H -3.03467 5.34818 3.20368 0.0711
H -3.27871 4.95396 -0.33019 0.1106
H -3.81157 3.20132 -0.19612 0.0725
H -2.11455 3.73683 -0.07668 0.0945
H -2.21719 1.38932 4.71968 0.0685
H -2.77068 2.56340 5.84041 0.1128
H -3.76643 1.06329 5.46050 0.1096
H -4.49002 4.48039 4.52291 0.1001
H -5.38399 3.37595 3.37648 0.0882
H -5.37417 3.02528 5.10396 0.1097
H -5.29567 2.53966 1.10024 0.0871
H -5.02045 0.93233 0.23225 0.1136
H -5.62804 1.01990 1.89249 0.1121
H -3.77847 -0.78209 1.22565 0.1053
H -3.24105 -0.35517 2.83766 0.0963
H -2.16086 -0.21764 1.50290 0.0924